The following is a DFT calculation (ωB97M-V/def2-TZVPD) of 2 unconnected molecules or ions with the total composition C5H16N2O in a non-equilibrium geometry.

XYZ file:
```
24
Properties=species:S:1:pos:R:3
C 2.124 -0.384 0.925
C 1.078 -0.681 -0.156
C -0.363 -0.255 0.138
C -1.042 0.540 -1.015
N -0.516 1.894 -1.081
N -1.189 -1.463 0.527
C -2.020 -2.089 -0.479
H 1.676 0.275 1.678
H 2.404 -1.261 1.514
H 3.088 -0.179 0.449
H 1.201 -1.728 -0.478
H 1.323 -0.177 -1.105
H -0.411 0.354 1.049
H -2.092 0.612 -0.734
H -0.870 -0.059 -1.911
H 0.464 1.881 -1.307
H -0.727 2.451 -0.272
H -0.503 -2.137 0.827
H -1.443 -2.367 -1.363
H -2.420 -3.025 -0.070
H -2.892 -1.499 -0.770
O 0.734 2.882 1.347
H 0.896 3.820 1.441
H 1.498 2.594 0.845
```

Results
HOMO in eV: -8.3
Net charge: 0
Energy relative to the best compared isomer or geometry (same formula, charge and spin) in kcal per mole: 32.8
SMILES: CC[C@@H](CN)NC.O
Electronic energy in eV: -10471.098
Lowest unoccupied orbital energy in eV: 0.67
Orbital gap in eV: 8.962

The following is a DFT calculation (ωB97M-V/def2-TZVPD) of 2 unconnected molecules or ions with the total composition C4H12NO in a non-equilibrium geometry.

XYZ file:
```
18
Properties=species:S:1:pos:R:3
O -3.763 -0.106 -0.531
C -2.490 0.359 -0.140
C -1.544 -0.834 -0.255
N -0.231 -0.497 -0.116
C 2.515 0.828 -0.345
C 2.588 -0.057 0.896
H -4.382 0.627 -0.470
H -2.219 1.161 -0.829
H -2.454 0.690 0.903
H -1.838 -1.521 0.585
H -1.730 -1.438 -1.175
H 2.624 1.870 -0.099
H 0.368 -1.311 -0.345
H 1.519 0.621 -0.770
H 3.183 0.527 -1.145
H 3.393 0.240 1.579
H 1.700 -0.044 1.547
H 2.761 -1.115 0.710
```

Results
HOMO in eV: -15.2
Net charge: +1
Energy relative to the best compared isomer or geometry (same formula, charge and spin) in kcal per mole: 146.7
Electronic energy in eV: -7867.928
Lowest unoccupied orbital energy in eV: -9.36
Orbital gap in eV: 5.837